Record 1
Density functional theory data (ωB97M-V/def2-TZVPD) for F6KN3Na4O12S6 as an isolated structure.

```
32
Properties=species:S:1:pos:R:3
Na 6.87422 -15.20174 -21.10157
Na 5.31654 -17.79011 -21.78862
Na 10.64297 -21.76528 -22.77477
Na 4.89105 -20.46353 -25.34100
K 12.64281 -15.53749 -22.34455
N 10.09167 -22.24870 -25.10429
S 9.38561 -23.64043 -25.78553
O 9.93742 -24.18662 -27.04571
O 8.01573 -23.89478 -25.40510
F 10.11537 -24.56984 -24.74480
S 9.19497 -21.35306 -25.95197
O 7.80364 -21.21902 -25.48816
O 9.57113 -21.20002 -27.35919
F 9.99432 -20.07633 -25.39401
N 7.69124 -17.16019 -22.20566
S 9.00443 -17.86597 -22.13071
O 10.16168 -16.98935 -22.07862
O 9.14629 -19.21605 -22.78348
F 8.86629 -18.31192 -20.56161
S 7.47682 -17.33812 -23.91392
O 6.50216 -18.42435 -24.23414
O 8.43272 -16.90771 -24.88031
F 6.47671 -16.07996 -23.98321
N 12.62243 -18.32085 -17.89859
S 12.81735 -18.23159 -19.37862
O 13.79324 -19.12471 -20.03027
O 12.64765 -16.86940 -19.95805
F 11.38734 -18.90289 -19.76661
S 14.08445 -17.45523 -17.66932
O 14.13462 -16.01125 -17.98236
O 15.33331 -18.25109 -17.90555
F 14.08160 -17.42996 -16.08506
```

E_tot   -5303.49643 Ha
Total charge   +3
2S+1   2
F_max   12.6 eV Å⁻¹
Orbital gap (alpha / beta)   5.31 / 3.13 eV
<S²>   0.764

Atomic partial charges in e from the Löwdin method, atoms 1 to 6: number 1, Na, carries 0.85; number 2, Na, carries 0.80; number 3, Na, carries 0.79; number 4, Na, carries 0.87; number 5, K, carries 0.99; number 6, N, carries -0.31


Record 2
Density functional theory data (ωB97M-V/def2-TZVPD) for a 4-piece molecular cluster, C4H17NO3 overall.

```
25
Properties=species:S:1:pos:R:3
C -0.64879 0.29165 1.69060
C 0.77748 0.37887 1.22799
C 1.06872 1.07096 -0.08995
C 0.27052 0.48911 -1.28575
N 0.75809 -0.87885 -1.66869
H -1.31547 -0.32314 1.03345
H -1.18053 1.23491 1.68041
H -0.68687 -0.17242 2.71321
H 1.23738 0.93816 2.03420
H 1.15277 -0.65737 1.29443
H 0.84664 2.13850 0.13038
H 2.13774 1.03496 -0.34305
H 0.47349 1.21690 -2.05524
H -0.82087 0.39661 -1.20746
H 1.61228 -0.87301 -2.21862
H 1.13145 -1.36931 -0.84924
H -3.04418 -0.54632 -1.51724
H -4.31899 0.31580 -1.12334
O -3.54016 0.26266 -1.69080
H -1.24278 -2.08230 -1.63171
H -2.08351 -2.88265 -0.81407
O -2.06304 -2.60147 -1.74051
H 3.33323 1.51102 1.80632
H 2.73620 0.26520 2.11795
O 3.40922 0.84154 2.50673
```

E_tot   -443.03913 Ha
Total charge   0
F_max   2.1 eV Å⁻¹
SMILES   CCCCN.O.O.O
Orbital gap   10.66 eV
Energy relative to the best compared isomer or geometry (same formula, charge and spin)   1.038 eV

Atomic partial charges in e from the Löwdin method, atoms 1 to 6: number 1, C, carries -0.11; number 2, C, carries -0.33; number 3, C, carries -0.20; number 4, C, carries -0.24; number 5, N, carries -0.01; number 6, H, carries 0.07


Record 3
Density functional theory data (ωB97M-V/def2-TZVPD) for a 2-piece molecular cluster, C58H67N4O3 overall.

```
132
Properties=species:S:1:pos:R:3
C 4.42633 -2.90654 -6.59232
O 3.99476 -1.51857 -6.62356
C 2.66992 -1.23594 -6.49045
C 2.28652 0.12917 -6.38421
C 1.10997 0.44086 -5.74779
C 0.24727 -0.57993 -5.22800
C -0.83381 -0.28292 -4.32403
C -2.11630 -0.87992 -4.59025
C -3.19841 -0.11438 -5.13128
C -4.28600 -0.75025 -5.70756
C -4.38403 -2.14734 -5.71187
C -5.51685 -2.84427 -6.38840
C -3.40155 -2.89511 -5.05800
C -2.30861 -2.28198 -4.47726
C 0.47709 -1.88506 -5.75399
C 1.66963 -2.22592 -6.35527
H 5.51482 -2.83455 -6.54175
H 4.04868 -3.45774 -5.71463
H 4.12048 -3.43095 -7.51118
H 2.97708 0.90250 -6.71654
H 0.80788 1.48663 -5.63015
H -0.76058 0.63189 -3.74268
H -3.09935 0.96799 -5.16344
H -5.07325 -0.16625 -6.19138
H -5.25175 -3.88048 -6.61882
H -6.40961 -2.85919 -5.75410
H -5.79298 -2.33114 -7.31460
H -3.48521 -3.98369 -5.03580
H -1.53773 -2.86836 -3.97329
H -0.28344 -2.65462 -5.63915
H 1.87652 -3.25777 -6.65226
C 0.22883 3.91072 1.35071
C -0.30189 4.07058 -0.06533
C -1.80443 3.77619 -0.04800
C -0.05137 5.54218 -0.43920
C 0.36442 3.11966 -1.11249
C 0.16926 3.49338 -2.44448
C 0.96589 2.97724 -3.45076
C 1.87234 1.96413 -3.14527
C 1.82019 1.29677 -1.92244
C 2.54586 -0.07932 -1.78740
C 3.67870 -0.01718 -0.75881
C 3.22827 -0.52789 -3.08055
C 1.53224 -1.17994 -1.47277
C 1.07940 1.91701 -0.87235
N 1.03661 1.29101 0.43820
C 0.01266 0.55712 0.97805
C -1.03356 0.16836 0.16918
C -2.19501 -0.57567 0.65118
C -2.07186 -1.94733 0.97924
C -3.05800 -2.58964 1.70277
C -4.14785 -1.81975 2.15884
N -4.73791 -2.17126 3.41351
O -5.48977 -1.32527 3.95351
O -4.44792 -3.26413 3.94466
C -4.41477 -0.53868 1.65327
C -3.45051 0.06036 0.85859
N 0.35738 0.36522 2.33287
C -0.27907 -0.47341 3.34774
C 0.13502 -1.81585 3.55813
C 1.37284 -2.59586 3.02205
C 2.23746 -3.03329 4.21888
C 2.26398 -1.83995 2.06253
C 0.89405 -3.86006 2.29540
C -0.62777 -2.61594 4.42536
C -1.78827 -2.15890 5.01008
C -2.11586 -0.81714 4.89131
C -1.30448 0.06959 4.18002
C -1.63929 1.58954 4.34292
C -2.65262 1.83165 5.47387
C -2.25074 2.09024 3.04349
C -0.41085 2.42832 4.68726
C 1.59960 1.02218 2.51306
C 2.42744 1.09153 3.71914
C 2.19532 0.43459 4.95764
C 3.04865 0.66405 6.03834
C 4.14530 1.52473 5.90984
C 4.39928 2.16573 4.69129
C 3.55689 1.94013 3.60677
N 2.00054 1.59389 1.38821
H 1.31830 3.98939 1.41058
H -0.20939 4.68726 1.99823
H -0.07698 2.95433 1.77893
H -2.28087 4.04208 -0.99703
H -1.97239 2.70270 0.11727
H -2.30027 4.33329 0.75855
H -0.52809 5.82888 -1.38102
H -0.44721 6.20104 0.34350
H 1.02655 5.73543 -0.51917
H -0.58646 4.24232 -2.69533
H 0.89460 3.36990 -4.46892
H 2.58253 1.65463 -3.90888
H 3.38048 0.41207 0.19682
H 4.06944 -1.02768 -0.58844
H 4.49180 0.60667 -1.15669
H 2.51520 -0.65584 -3.90218
H 4.01614 0.16456 -3.39940
H 3.71407 -1.50296 -2.92719
H 0.82781 -1.30927 -2.30650
H 2.04633 -2.13121 -1.28001
H 0.92943 -0.93253 -0.60009
H -0.95806 0.43626 -0.88175
H -1.15959 -2.46292 0.67568
H -2.98297 -3.62952 2.00467
H -5.32641 -0.02630 1.95443
H -3.60375 1.06545 0.45909
H 1.68753 -3.69234 4.89793
H 3.11422 -3.58145 3.84942
H 2.58261 -2.16082 4.78632
H 1.69655 -1.42269 1.22369
H 2.82591 -1.04451 2.56280
H 3.00778 -2.53310 1.64019
H 0.22179 -3.61101 1.46679
H 1.76329 -4.39222 1.88716
H 0.36825 -4.54408 2.96851
H -0.31178 -3.64337 4.63332
H -2.41696 -2.83173 5.59390
H -3.00436 -0.47189 5.41784
H -2.30215 1.40616 6.42093
H -2.78555 2.90755 5.63284
H -3.64166 1.42047 5.24067
H -1.66963 1.71569 2.19572
H -3.27279 1.71151 2.92004
H -2.26591 3.18863 3.00255
H 0.31775 2.42727 3.87595
H -0.71554 3.47205 4.85408
H 0.08137 2.05391 5.59239
H 1.33775 -0.23300 5.06903
H 2.84461 0.15936 6.98633
H 4.79228 1.70333 6.77303
H 5.24600 2.84063 4.58009
H 3.73631 2.41193 2.63922
```

E_tot   -2694.62613 Ha
Total charge   +1
F_max   3.3 eV Å⁻¹
Orbital gap   3.49 eV
Energy relative to the best compared isomer or geometry (same formula, charge and spin)   0.000 eV

Atomic partial charges in e from the Löwdin method, atoms 1 to 6: number 1, C, carries -0.02; number 2, O, carries -0.04; number 3, C, carries -0.22; number 4, C, carries 0.02; number 5, C, carries -0.01; number 6, C, carries -0.18


Record 4
Density functional theory data (ωB97M-V/def2-TZVPD) for C55H52N2O4S3Sb2SeTc as an isolated structure.

```
120
Properties=species:S:1:pos:R:3
Tc 1.00253 0.76980 0.15575
C -3.26276 1.53351 -4.72850
C -3.02321 0.48081 -3.65944
C -3.96165 -0.70408 -3.78198
O -1.68296 0.01513 -3.74162
C -0.97038 0.30380 -2.54919
C -1.94522 1.09027 -1.66686
O -3.17479 1.07894 -2.38101
C -2.14566 0.48864 -0.25385
O -0.92164 0.44525 0.41984
C -2.77136 -0.90235 -0.37768
C -1.97342 -2.03733 -0.43732
C -2.53180 -3.30143 -0.57249
C -3.90871 -3.45026 -0.64306
C -4.71737 -2.32278 -0.58413
C -4.15279 -1.06291 -0.45906
C -3.04606 1.37272 0.61630
C -3.27056 0.95134 1.92736
C -4.01242 1.72146 2.80494
C -4.54959 2.93339 2.38308
C -4.33930 3.35460 1.08145
C -3.59372 2.57714 0.19972
C 0.34011 1.06710 -2.83358
O 0.80321 1.60163 -1.63280
C 1.38993 0.14867 -3.46261
C 2.71066 0.59270 -3.41691
C 3.74104 -0.18258 -3.91952
C 3.46130 -1.41150 -4.50771
C 2.14855 -1.85546 -4.56786
C 1.11776 -1.08692 -4.03337
C 0.08501 2.24550 -3.78570
C -0.14116 3.51890 -3.27212
C -0.38386 4.59215 -4.12066
C -0.40590 4.40406 -5.49387
C -0.17266 3.13749 -6.01563
C 0.07239 2.06994 -5.16713
H -2.98636 1.14459 -5.70914
H -2.66015 2.41714 -4.51929
H -4.31842 1.81128 -4.74204
H -3.90220 -1.11191 -4.79273
H -4.98920 -0.39482 -3.58624
H -3.67932 -1.47678 -3.06801
H -0.70406 -0.63859 -2.06148
H -1.59336 2.11573 -1.53401
H -0.90377 -1.91778 -0.36480
H -1.88895 -4.17412 -0.61144
H -4.34940 -4.43486 -0.74154
H -5.79441 -2.42523 -0.63845
H -4.79068 -0.18934 -0.41921
H -2.84050 0.01156 2.25990
H -4.16362 1.38216 3.82293
H -5.12535 3.54350 3.06835
H -4.74976 4.29793 0.74304
H -3.45149 2.92322 -0.81475
H 2.92146 1.54531 -2.94606
H 4.76289 0.16657 -3.84419
H 4.26354 -2.01943 -4.90968
H 1.92172 -2.80621 -5.03868
H 0.09466 -1.44297 -4.10139
H -0.09670 3.67854 -2.20410
H -0.52607 5.57729 -3.69435
H -0.58435 5.24212 -6.15667
H -0.17472 2.98298 -7.08824
H 0.25679 1.08566 -5.57926
S 1.54055 6.38119 -0.87827
Sb 2.35775 4.30947 -0.61454
S 0.67799 3.09941 0.82894
S 2.35917 3.81747 1.86350
C 5.48865 -1.36432 4.55676
C 4.34309 -2.05006 4.93707
C 3.10030 -1.64076 4.47086
C 2.99896 -0.53974 3.62531
C 4.15235 0.14517 3.24695
C 5.39382 -0.26759 3.71204
Sb 1.15673 0.11984 2.81448
C 0.73811 1.71576 4.14025
C -0.48225 2.37077 4.00205
C -0.80688 3.42618 4.84128
C 0.08897 3.83404 5.82016
C 1.30883 3.18676 5.95747
C 1.63427 2.12891 5.11860
C -0.17431 -1.29881 3.66102
C -0.68933 -2.31195 2.86109
C -1.59732 -3.22996 3.37268
C -1.98739 -3.14366 4.70120
C -1.47284 -2.13935 5.51089
C -0.57390 -1.21660 4.99277
H 6.45778 -1.68985 4.91456
H 4.41524 -2.90775 5.59510
H 2.21082 -2.18522 4.76834
H 4.09044 1.00249 2.58426
H 6.28181 0.26276 3.39353
H -1.17766 2.08089 3.22178
H -1.75222 3.93917 4.71360
H -0.15684 4.66720 6.46705
H 2.01665 3.51332 6.70950
H 2.59477 1.63698 5.22352
H -0.40414 -2.37347 1.81868
H -2.00850 -3.99585 2.72625
H -2.70031 -3.85233 5.10435
H -1.78154 -2.06633 6.54664
H -0.19868 -0.41935 5.62544
C 3.87975 -3.41561 -1.20305
C 2.42943 -3.57828 -0.72707
C 2.38420 -4.19041 0.68083
C 1.60870 -4.41302 -1.71206
C 1.84947 -2.23159 -0.62083
N 1.41650 -1.18089 -0.49967
H 4.34075 -4.40436 -1.25988
H 4.45441 -2.79565 -0.51291
H 3.91100 -2.94751 -2.18486
H 2.87854 -5.16343 0.65810
H 1.35498 -4.33152 1.01616
H 2.90078 -3.55574 1.40152
H 2.02760 -5.42002 -1.74950
H 1.64525 -3.98020 -2.70991
H 0.56539 -4.48229 -1.40195
Se 5.92124 0.40635 -0.32694
C 4.18246 0.73456 -0.10381
N 3.04490 0.93389 0.04937
```

E_tot   -6695.01536 Ha
Total charge   -1
2S+1   3
F_max   0.8 eV Å⁻¹
Orbital gap (alpha / beta)   6.98 / 6.93 eV
<S²>   2.017
Energy relative to the best compared isomer or geometry (same formula, charge and spin)   0.000 eV

Atomic partial charges in e from the Löwdin method, atoms 1 to 6: number 1, Tc, carries 0.98; number 2, C, carries 0.02; number 3, C, carries -0.56; number 4, C, carries 0.02; number 5, O, carries -0.01; number 6, C, carries -0.17